1.
80
Properties=species:S:1:pos:R:3 method="wB97M-V/def2-TZVPD" s_squared=6.2414 e_above_lowest_kcal_mol=0.0 e_tot_ha=-3507.33991 max_force_ev_per_a=2.3 spin_multiplicity=5 lumo_ev="-3.024 / -1.990"
Cr 1.04 -0.74 1.54
C -1.88 -0.25 5.62
C -2.27 -0.32 4.34
C -2.98 0.74 3.55
C -1.98 1.75 2.88
C -0.87 2.26 3.72
C -0.85 2.33 5.06
C -2.06 2.22 5.93
C -2.32 0.83 6.59
C 2.84 -0.96 2.70
H -1.36 -1.09 6.12
H -2.05 -1.24 3.77
H -3.77 1.30 4.07
H -3.46 0.24 2.70
H -1.59 1.26 1.98
H -2.54 2.60 2.46
H 0.02 2.52 3.16
H 0.04 2.49 5.68
H -2.98 2.58 5.45
H -1.79 2.84 6.81
H -1.66 0.70 7.49
H -3.37 0.86 6.96
H 2.50 -1.17 3.72
H 3.14 0.11 2.67
H 3.76 -1.53 2.53
P -0.06 -1.99 -2.48
P 1.75 0.41 -2.91
C -0.82 -0.48 -3.14
C 0.02 0.55 -3.45
C -0.72 -3.16 -3.75
C -1.81 -2.90 -4.59
C -2.22 -3.84 -5.55
C -1.52 -5.04 -5.70
C -0.41 -5.29 -4.88
C 0.00 -4.36 -3.93
C -1.09 -2.28 -1.01
C -0.85 -1.43 0.08
C -1.59 -1.56 1.26
C -2.61 -2.51 1.35
C -2.88 -3.34 0.24
C -2.11 -3.24 -0.93
C 2.51 1.02 -4.51
C 2.35 0.17 -5.62
C 2.80 0.54 -6.89
C 3.43 1.78 -7.08
C 3.60 2.63 -5.99
C 3.16 2.25 -4.71
C 1.94 1.91 -1.89
C 3.14 2.02 -1.17
C 3.38 3.16 -0.40
C 2.44 4.19 -0.35
C 1.24 4.06 -1.05
C 0.97 2.91 -1.81
H -1.91 -0.45 -3.24
H -0.24 1.47 -3.99
H -2.37 -1.97 -4.53
H -3.09 -3.64 -6.19
H -1.82 -5.77 -6.46
H 0.15 -6.23 -5.00
H 0.87 -4.54 -3.31
H -0.13 -0.56 -0.04
H -1.32 -0.92 2.12
H -3.22 -2.59 2.26
H -3.70 -4.07 0.31
H -2.33 -3.91 -1.76
H 1.85 -0.79 -5.49
H 2.68 -0.13 -7.74
H 3.79 2.07 -8.08
H 4.09 3.60 -6.14
H 3.32 2.93 -3.87
H 3.88 1.21 -1.21
H 4.32 3.23 0.15
H 2.64 5.09 0.24
H 0.48 4.84 -1.00
H 0.02 2.82 -2.34
F 0.87 -0.42 6.52
B 0.91 0.36 7.73
F 0.99 1.77 7.42
F -0.33 0.16 8.48
F 2.02 -0.07 8.48

2.
88
Properties=species:S:1:pos:R:3 method="wB97M-V/def2-TZVPD" s_squared=8.7630 e_above_lowest_kcal_mol=2.9 charge=+1 e_tot_ha=-5641.40117 max_force_ev_per_a=0.5 spin_multiplicity=6 lumo_ev="-2.529 / -4.750"
Ru -0.79 0.85 0.63
S -1.46 4.96 -1.23
C 0.00 4.34 -1.89
C 0.31 3.11 -1.39
C -0.65 2.65 -0.44
C -1.66 3.57 -0.26
C -2.75 3.34 0.69
C -3.84 4.18 0.91
C -4.80 3.81 1.83
C -4.67 2.61 2.52
C -3.56 1.82 2.25
N -2.64 2.18 1.37
H 0.54 4.91 -2.63
H 1.18 2.56 -1.70
H -3.92 5.11 0.36
H -5.65 4.45 2.02
H -5.39 2.30 3.25
H -3.39 0.88 2.76
C 5.33 2.14 -3.43
C 5.84 1.93 -2.16
C 5.08 1.26 -1.21
C 3.80 0.80 -1.53
C 3.30 1.02 -2.81
C 4.06 1.69 -3.76
Ge 2.84 -0.18 -0.16
C 3.44 -2.00 0.00
C 3.02 -2.81 1.06
C 3.49 -4.11 1.18
C 4.37 -4.61 0.23
C 4.79 -3.82 -0.84
C 4.33 -2.52 -0.95
C 2.78 0.79 1.49
C 3.56 0.36 2.55
C 3.67 1.15 3.69
C 2.99 2.35 3.77
C 2.22 2.79 2.70
C 2.14 2.03 1.55
H 5.92 2.66 -4.17
H 6.83 2.28 -1.90
H 5.49 1.10 -0.22
H 2.30 0.68 -3.08
H 3.66 1.86 -4.75
H 2.33 -2.42 1.80
H 3.17 -4.72 2.00
H 4.73 -5.63 0.32
H 5.48 -4.22 -1.57
H 4.67 -1.90 -1.77
H 4.08 -0.59 2.50
H 4.28 0.81 4.52
H 3.07 2.95 4.66
H 1.71 3.75 2.76
H 1.61 2.43 0.69
F 0.09 -1.09 1.81
P -0.46 -0.92 3.40
F 1.00 -0.50 3.82
F -0.74 0.70 2.92
F -0.20 -2.45 3.67
F -1.04 -0.60 4.83
F -1.95 -1.23 2.85
Cl 0.20 -3.18 -0.99
C 0.90 -2.05 -2.18
C 0.42 -0.67 -1.79
O -0.55 -0.17 -2.30
O 1.08 -0.03 -0.81
H 0.50 -2.29 -3.16
H 1.98 -2.17 -2.16
C -4.85 -2.31 -2.86
C -5.30 -1.58 -1.60
N -4.25 -1.48 -0.58
C -4.21 -2.54 0.45
C -3.42 -3.77 0.02
C -3.30 -0.55 -0.64
C -3.47 0.60 -1.59
N -2.23 -0.59 0.13
H -5.61 -2.23 -3.63
H -4.68 -3.37 -2.66
H -3.92 -1.89 -3.25
H -6.14 -2.09 -1.14
H -5.65 -0.57 -1.84
H -5.24 -2.80 0.67
H -3.80 -2.11 1.36
H -3.99 -4.39 -0.68
H -3.20 -4.38 0.90
H -2.48 -3.50 -0.45
H -4.36 1.17 -1.32
H -3.58 0.25 -2.61
H -2.60 1.24 -1.55
H -2.15 -1.41 0.72

Please write out number 2 again, unchanged.
88
Properties=species:S:1:pos:R:3 method="wB97M-V/def2-TZVPD" s_squared=8.7630 e_above_lowest_kcal_mol=2.9 charge=+1 e_tot_ha=-5641.40117 max_force_ev_per_a=0.5 spin_multiplicity=6 lumo_ev="-2.529 / -4.750"
Ru -0.79 0.85 0.63
S -1.46 4.96 -1.23
C 0.00 4.34 -1.89
C 0.31 3.11 -1.39
C -0.65 2.65 -0.44
C -1.66 3.57 -0.26
C -2.75 3.34 0.69
C -3.84 4.18 0.91
C -4.80 3.81 1.83
C -4.67 2.61 2.52
C -3.56 1.82 2.25
N -2.64 2.18 1.37
H 0.54 4.91 -2.63
H 1.18 2.56 -1.70
H -3.92 5.11 0.36
H -5.65 4.45 2.02
H -5.39 2.30 3.25
H -3.39 0.88 2.76
C 5.33 2.14 -3.43
C 5.84 1.93 -2.16
C 5.08 1.26 -1.21
C 3.80 0.80 -1.53
C 3.30 1.02 -2.81
C 4.06 1.69 -3.76
Ge 2.84 -0.18 -0.16
C 3.44 -2.00 0.00
C 3.02 -2.81 1.06
C 3.49 -4.11 1.18
C 4.37 -4.61 0.23
C 4.79 -3.82 -0.84
C 4.33 -2.52 -0.95
C 2.78 0.79 1.49
C 3.56 0.36 2.55
C 3.67 1.15 3.69
C 2.99 2.35 3.77
C 2.22 2.79 2.70
C 2.14 2.03 1.55
H 5.92 2.66 -4.17
H 6.83 2.28 -1.90
H 5.49 1.10 -0.22
H 2.30 0.68 -3.08
H 3.66 1.86 -4.75
H 2.33 -2.42 1.80
H 3.17 -4.72 2.00
H 4.73 -5.63 0.32
H 5.48 -4.22 -1.57
H 4.67 -1.90 -1.77
H 4.08 -0.59 2.50
H 4.28 0.81 4.52
H 3.07 2.95 4.66
H 1.71 3.75 2.76
H 1.61 2.43 0.69
F 0.09 -1.09 1.81
P -0.46 -0.92 3.40
F 1.00 -0.50 3.82
F -0.74 0.70 2.92
F -0.20 -2.45 3.67
F -1.04 -0.60 4.83
F -1.95 -1.23 2.85
Cl 0.20 -3.18 -0.99
C 0.90 -2.05 -2.18
C 0.42 -0.67 -1.79
O -0.55 -0.17 -2.30
O 1.08 -0.03 -0.81
H 0.50 -2.29 -3.16
H 1.98 -2.17 -2.16
C -4.85 -2.31 -2.86
C -5.30 -1.58 -1.60
N -4.25 -1.48 -0.58
C -4.21 -2.54 0.45
C -3.42 -3.77 0.02
C -3.30 -0.55 -0.64
C -3.47 0.60 -1.59
N -2.23 -0.59 0.13
H -5.61 -2.23 -3.63
H -4.68 -3.37 -2.66
H -3.92 -1.89 -3.25
H -6.14 -2.09 -1.14
H -5.65 -0.57 -1.84
H -5.24 -2.80 0.67
H -3.80 -2.11 1.36
H -3.99 -4.39 -0.68
H -3.20 -4.38 0.90
H -2.48 -3.50 -0.45
H -4.36 1.17 -1.32
H -3.58 0.25 -2.61
H -2.60 1.24 -1.55
H -2.15 -1.41 0.72